ORCA calculation (wB97M-V/def2-TZVPD) on an isolated molecule of C5H12O2 in a non-equilibrium geometry.

Last columns: bonded neighbours and bond lengths (Å).
Element x y z (Å)
1 C -2.410 -0.363 -0.600  C2 1.522, H6 1.227, H7 1.331, H8 1.282
2 C -1.027 0.162 -0.242  C1 1.522, C3 1.469, H9 0.949, O18 1.512
3 C -1.126 1.287 0.697  C2 1.469, H10 0.963, H11 1.091, H12 1.096
4 C 0.949 -0.783 0.748  C5 1.503, H13 0.976, H14 0.965, O18 1.382
5 C 1.933 -0.366 -0.309  C4 1.503, H15 1.084, H16 1.324, O19 1.333
6 H -2.660 0.619 -1.292  C1 1.227
7 H -2.188 -1.271 -1.548  C1 1.331
8 H -2.930 -0.849 0.466  C1 1.282
9 H -0.672 0.470 -1.067  C2 0.949
10 H -1.801 1.916 0.419  C3 0.963
11 H -1.292 1.002 1.737  C3 1.091
12 H -0.123 1.729 0.652  C3 1.096
13 H 1.033 -1.693 1.091  C4 0.976
14 H 1.250 -0.207 1.461  C4 0.965
15 H 2.916 -0.760 -0.076  C5 1.084
16 H 1.532 -1.068 -1.358  C5 1.324
17 H 2.278 1.553 0.235  O19 1.118
18 O -0.332 -1.062 0.312  C2 1.512, C4 1.382
19 O 1.925 0.929 -0.623  C5 1.333, H17 1.118

As for the SMILES: CC(C)OCCO. The energy above the lowest of the compared OMol25 structures with the same formula, charge and spin is 636.90 kJ/mol. The calculation puts the HOMO energy at -9.531 eV. For the lowest unoccupied orbital energy, the calculation gives 0.66 eV. The value obtained for the total energy is -9468.535 eV. The charge is 0.